A molecular structure, C51H30BaN8O2P, computed with ωB97M-V/def2-TZVPD.

Structure (ORCA input):
```
! wB97M-V def2-TZVPD RIJCOSX def2/J DEFGRID3
* xyz -1 1
Ba -1.2478 -0.0616 0.0870
C 3.7047 -5.0204 0.0406
C 2.6240 -5.9102 0.1023
C 1.3473 -5.4662 0.4074
C 1.1718 -4.1084 0.6375
C -0.0020 -3.2918 0.9730
N -1.2069 -3.8191 1.1983
C -2.2491 -3.1226 1.6266
C -3.4963 -3.7684 2.0535
C -3.9145 -5.0913 2.0808
C -5.1757 -5.3592 2.5873
C -5.9959 -4.3306 3.0688
C -5.5717 -3.0118 3.0538
C -4.3139 -2.7439 2.5332
C -3.5381 -1.5059 2.3850
N -3.9803 -0.3414 2.8569
C -3.2340 0.7527 2.9340
N -1.9892 0.9469 2.4615
C -1.5224 2.1410 2.9042
N -0.3060 2.6333 2.7844
C 0.7276 1.9506 2.2781
N 0.7228 0.7274 1.7081
C 2.0080 0.3523 1.4773
N 2.4586 -0.8212 1.0417
C 1.7010 -1.8978 0.8883
N 0.3613 -2.0001 1.0611
C 2.2512 -3.2210 0.5782
C 3.5330 -3.6670 0.2847
C 2.9096 1.4418 1.8458
C 4.2875 1.6032 1.7581
C 4.8255 2.8034 2.1896
C 4.0092 3.8165 2.7161
C 2.6386 3.6511 2.8141
C 2.0959 2.4553 2.3604
C -2.5835 2.8217 3.6651
C -2.6364 4.0416 4.3215
C -3.8103 4.3653 4.9854
C -4.8964 3.4839 5.0051
C -4.8348 2.2572 4.3613
C -3.6661 1.9436 3.6851
N -2.3479 -1.7802 1.8114
H 4.6901 -5.4021 -0.1986
H 2.7951 -6.9621 -0.0917
H 0.5076 -6.1468 0.4630
H -3.2684 -5.8791 1.7156
H -5.5374 -6.3797 2.6169
H -6.9752 -4.5759 3.4609
H -6.1925 -2.2102 3.4323
H 4.3616 -2.9712 0.2460
H 4.9078 0.8125 1.3554
H 5.8939 2.9691 2.1236
H 4.4651 4.7410 3.0489
H 1.9997 4.4260 3.2180
H -1.7860 4.7108 4.3105
H -3.8905 5.3140 5.5017
H -5.7968 3.7676 5.5362
H -5.6639 1.5620 4.3793
O -3.7491 0.7553 -3.1827
C -2.5327 0.9116 -3.1156
O -1.8540 1.1981 -2.0728
C -1.7000 0.7303 -4.3799
C -2.3692 0.7397 -5.5983
C -1.6880 0.5642 -6.7905
C -0.3189 0.3487 -6.7673
C 0.3584 0.3219 -5.5574
C -0.3120 0.5269 -4.3506
P 0.5778 0.4067 -2.7481
C 1.0216 2.1290 -2.3158
C 2.0043 2.3208 -1.3446
C 2.3291 3.5949 -0.9064
C 1.6697 4.6957 -1.4372
C 0.6894 4.5140 -2.4022
C 0.3633 3.2363 -2.8384
C 2.2373 -0.2522 -3.1949
C 2.5376 -1.5406 -2.7658
C 3.7952 -2.0915 -2.9823
C 4.7701 -1.3500 -3.6287
C 4.4876 -0.0570 -4.0592
C 3.2327 0.4863 -3.8409
H -3.4420 0.8786 -5.5698
H -2.2209 0.5818 -7.7334
H 0.2272 0.1939 -7.6900
H 1.4223 0.1283 -5.5567
H 2.5210 1.4661 -0.9220
H 3.0865 3.7217 -0.1421
H 1.9127 5.6923 -1.0896
H 0.1661 5.3697 -2.8108
H -0.4171 3.0996 -3.5760
H 1.7871 -2.1128 -2.2303
H 4.0129 -3.0901 -2.6240
H 5.7548 -1.7719 -3.7887
H 5.2506 0.5296 -4.5562
H 3.0198 1.4999 -4.1613
*
```

Values from the calculation:
energy above the lowest of the compared OMol25 structures with the same formula, charge and spin = 0.0 kJ/mol
E = -79380.5784 eV
maximum force = 0.4 eV/A
frontier orbital gap = 4.92 eV